{"formula": "C28H32BrGaN6O4", "method": "ωB97M-V/def2-TZVPD", "total_charge": 2, "lumo_energy_ev": -6.134, "gap_ev": 6.6, "homo_energy_ev": -12.715, "species": ["Ga", "O", "C", "C", "C", "C", "C", "C", "C", "O", "N", "N", "C", "C", "Br", "C", "C", "C", "C", "C", "C", "C", "H", "H", "H", "H", "H", "H", "H", "H", "H", "H", "H", "H", "H", "H", "N", "C", "O", "C", "C", "C", "N", "C", "C", "H", "H", "H", "H", "H", "H", "C", "N", "C", "C", "C", "N", "C", "C", "O", "H", "H", "H", "H", "H", "H", "H", "H", "H", "H", "H", "H"], "coordinates": [[0.086, -0.610, -0.433], [-3.633, 3.262, -0.426], [-4.160, 2.222, -1.141], [-5.402, 2.436, -1.722], [-5.990, 1.435, -2.472], [-5.355, 0.210, -2.644], [-4.121, -0.003, -2.057], [-3.505, 0.999, -1.310], [-2.176, 0.752, -0.651], [-1.671, -0.528, -0.894], [-1.217, 1.784, -1.134], [0.084, 1.347, -1.055], [1.046, 2.052, -1.504], [2.408, 1.553, -1.564], [2.567, -0.333, -1.268], [3.512, 2.224, -1.905], [3.590, 3.671, -2.120], [2.866, 4.583, -1.348], [2.960, 5.941, -1.607], [3.780, 6.394, -2.631], [4.526, 5.494, -3.384], [4.444, 4.139, -3.120], [-2.777, 3.029, -0.054], [-5.885, 3.392, -1.574], [-6.956, 1.612, -2.926], [-5.821, -0.572, -3.227], [-3.617, -0.953, -2.169], [-2.258, 0.897, 0.438], [-1.453, 2.154, -2.050], [0.867, 3.045, -1.910], [4.424, 1.657, -2.062], [2.273, 4.238, -0.508], [2.411, 6.647, -0.999], [3.858, 7.454, -2.830], [5.179, 5.852, -4.168], [5.033, 3.438, -3.699], [1.006, -7.601, -0.431], [0.438, -6.781, -1.337], [-0.058, -7.150, -2.374], [0.431, -5.286, -1.029], [1.062, -4.680, 0.052], [0.985, -3.312, 0.196], [0.316, -2.549, -0.685], [-0.304, -3.129, -1.731], [-0.261, -4.489, -1.930], [1.013, -8.588, -0.637], [1.400, -7.297, 0.438], [1.628, -5.239, 0.783], [1.469, -2.800, 1.018], [-0.852, -2.474, -2.396], [-0.753, -4.951, -2.774], [2.393, 0.517, 2.936], [1.192, -0.127, 3.463], [1.157, -0.369, 4.913], [-0.273, -0.503, 5.381], [-0.966, -1.553, 4.545], [-0.830, -1.233, 3.115], [-1.913, -1.710, 2.254], [0.236, -0.574, 2.644], [0.369, -0.331, 1.387], [2.668, 1.329, 3.606], [2.202, 0.925, 1.950], [3.225, -0.187, 2.883], [1.653, 0.472, 5.392], [1.734, -1.269, 5.144], [-0.790, 0.453, 5.280], [-0.296, -0.787, 6.432], [-2.031, -1.594, 4.764], [-0.552, -2.547, 4.735], [-2.864, -1.406, 2.689], [-1.897, -2.800, 2.192], [-1.853, -1.290, 1.258]]}

=====

{"formula": "C28H32MnN4Se2", "method": "ωB97M-V/def2-TZVPD", "total_charge": 2, "lumo_energy_ev": [-6.203, -6.078], "gap_ev": [8.2, 8.4], "spin_multiplicity": 2, "homo_energy_ev": [-14.427, -14.460], "species": ["Mn", "C", "C", "C", "C", "C", "C", "C", "N", "C", "C", "C", "C", "C", "C", "C", "N", "C", "C", "C", "C", "H", "H", "H", "H", "H", "H", "H", "H", "H", "H", "H", "H", "H", "H", "H", "H", "H", "H", "H", "H", "H", "H", "H", "H", "Se", "Se", "C", "C", "C", "C", "C", "N", "C", "C", "C", "C", "C", "N", "H", "H", "H", "H", "H", "H", "H", "H"], "coordinates": [[-0.615, 1.943, 1.361], [-0.233, -4.894, -0.214], [-1.046, -4.330, 0.958], [-0.271, -4.575, 2.268], [-2.397, -5.048, 1.007], [-1.223, -2.832, 0.865], [-2.252, -2.145, 1.518], [-2.300, -0.764, 1.491], [-1.396, -0.005, 0.857], [-0.418, -0.656, 0.188], [-0.312, -2.036, 0.174], [0.575, 0.164, -0.532], [1.036, -0.246, -1.772], [1.957, 0.520, -2.484], [2.399, 1.683, -1.843], [1.898, 2.033, -0.603], [0.983, 1.310, 0.056], [2.373, 0.147, -3.888], [3.826, 0.544, -4.161], [1.428, 0.928, -4.821], [2.215, -1.355, -4.161], [-0.208, -5.978, -0.142], [0.798, -4.551, -0.199], [-0.682, -4.638, -1.172], [-0.055, -5.634, 2.365], [-0.850, -4.255, 3.130], [0.671, -4.030, 2.262], [-2.237, -6.122, 0.992], [-3.004, -4.785, 0.144], [-2.952, -4.815, 1.911], [-3.018, -2.681, 2.052], [-3.101, -0.231, 1.990], [0.516, -2.474, -0.356], [0.635, -1.155, -2.185], [3.133, 2.320, -2.306], [2.246, 2.929, -0.101], [3.965, 1.620, -4.148], [4.119, 0.190, -5.145], [4.492, 0.093, -3.429], [1.566, 2.000, -4.709], [0.390, 0.688, -4.603], [1.635, 0.655, -5.851], [2.773, -1.952, -3.443], [2.605, -1.579, -5.151], [1.173, -1.664, -4.153], [-2.367, 3.793, 3.265], [-0.348, 4.791, 2.747], [-0.459, 4.809, 0.798], [0.052, 5.894, 0.103], [-0.048, 5.893, -1.280], [-0.676, 4.820, -1.902], [-1.158, 3.780, -1.128], [-1.031, 3.754, 0.206], [-1.738, 2.123, 4.057], [-2.424, 1.586, 5.135], [-1.952, 0.407, 5.690], [-0.804, -0.168, 5.159], [-0.183, 0.438, 4.082], [-0.654, 1.556, 3.513], [0.504, 6.715, 0.642], [0.337, 6.717, -1.858], [-0.799, 4.793, -2.971], [-1.684, 2.945, -1.576], [-3.295, 2.093, 5.525], [-2.457, -0.044, 6.529], [-0.389, -1.069, 5.578], [0.734, 0.037, 3.665]]}

=====

Question: Number 1 is which compound?
Answer: C28H32BrGaN6O4